This record from OMol25 describes C8H17FNO4P in the gas phase. The level of theory is ωB97M-V/def2-TZVPD.

Charge   0
Energy relative to the best compared isomer or geometry (same formula, charge and spin)   0.0 kcal/mol
M   241.199 g/mol
F_max   4.6 eV Å⁻¹

XYZ file:
```
32
Properties=species:S:1:pos:R:3:mulliken_charge:R:1
C -2.49 -1.94 1.21 -1.023
C -2.43 -0.48 1.00 -0.781
N -1.17 -0.08 0.43 0.017
P -0.92 -0.07 -1.16 0.739
O -2.10 0.31 -1.93 -0.850
O 0.29 1.06 -1.25 -0.258
C -0.10 2.44 -1.47 -0.538
C -0.31 3.12 -0.02 -0.716
C 0.17 -1.72 -1.92 0.023
F -0.31 -2.75 -1.21 -0.270
C 1.57 -1.31 -1.45 0.388
O 2.58 -1.10 -2.06 -0.566
O 1.34 -1.16 -0.14 -0.270
C 2.48 -0.94 0.63 -0.466
C 2.57 0.24 1.64 -0.952
H -1.84 -2.37 1.95 0.308
H -3.43 -2.29 1.49 0.436
H -2.18 -2.44 0.25 0.182
H -3.16 -0.09 0.34 0.511
H -2.48 0.04 1.89 0.386
H -0.28 -0.50 0.97 0.150
H 0.79 2.91 -2.05 0.267
H -1.01 2.49 -1.95 0.434
H -0.68 2.21 0.53 0.138
H 0.55 3.58 0.37 0.290
H -1.18 3.81 -0.12 0.321
H -0.07 -1.87 -2.95 0.555
H 2.61 -1.75 1.25 0.336
H 3.49 -0.94 0.00 0.401
H 3.60 0.47 1.76 0.392
H 1.94 1.11 1.29 0.111
H 2.16 0.01 2.64 0.303
```


This record from OMol25 describes 2 unconnected molecules or ions with the total composition CH3NO3. The level of theory is ωB97M-V/def2-TZVPD.

Charge   0
Energy relative to the best compared isomer or geometry (same formula, charge and spin)   76.2 kcal/mol
M   77.039 g/mol
F_max   4.9 eV Å⁻¹

XYZ file:
```
8
Properties=species:S:1:pos:R:3:mulliken_charge:R:1
C -0.28 0.63 -0.19 0.627
N 0.12 0.40 -1.36 -0.314
O -0.70 1.43 0.52 -0.317
O -0.31 -1.01 1.77 -0.363
O 0.00 -1.27 0.50 -0.454
H 0.36 1.14 -1.89 0.228
H 0.31 -0.61 -1.61 0.284
H 0.50 -0.70 2.26 0.310
```


This record from OMol25 describes C9H7NO in the gas phase. The level of theory is ωB97M-V/def2-TZVPD.

Charge   0
Energy relative to the best compared isomer or geometry (same formula, charge and spin)   33.6 kcal/mol
M   145.161 g/mol
F_max   4.0 eV Å⁻¹

XYZ file:
```
18
Properties=species:S:1:pos:R:3:mulliken_charge:R:1
O -1.54 -1.18 3.60 -0.533
C -1.45 -0.35 2.71 -0.196
C -0.66 -0.27 1.46 0.988
C 0.15 -1.40 1.30 -0.956
C 1.05 -1.31 0.25 -0.600
C 0.88 -0.32 -0.72 -0.061
N 1.24 -0.17 -2.07 -0.032
C 0.70 0.94 -2.64 -0.299
C -0.13 1.54 -1.70 -0.744
C -0.12 0.71 -0.61 1.123
C -0.81 0.82 0.57 -0.885
H -2.00 0.54 2.87 0.345
H 0.23 -2.05 2.12 0.486
H 1.87 -2.01 -0.06 0.285
H 1.86 -0.78 -2.51 0.145
H 1.11 1.17 -3.62 0.390
H -0.97 2.39 -1.76 0.234
H -1.41 1.72 0.81 0.310
```